(1)
The following is a quantum chemistry calculation of a structure of composition C29H50EuN10P2S3 at a distorted geometry, from the OMol25 dataset.

Each line ends with the Mulliken charge.
Atoms and positions in Å:
Eu  0.077  -0.378  0.228  0.71
C  1.647  3.066  -2.021  -1.65
P  1.935  1.601  -0.962  1.15
C  2.683  2.381  0.547  -0.17
N  3.796  3.043  0.341  -0.22
C  4.462  3.570  1.389  0.41
C  5.661  4.288  1.183  -0.73
C  6.345  4.758  2.264  -0.62
C  5.871  4.537  3.586  -0.58
C  4.708  3.863  3.813  -0.56
C  3.972  3.373  2.710  0.45
N  2.785  2.755  2.900  0.17
C  2.122  2.296  1.859  -1.20
P  0.409  1.669  2.221  1.46
C  0.483  1.276  3.997  -1.58
C  -0.619  3.249  2.130  1.75
C  -0.524  3.795  0.704  -1.58
C  -0.094  4.280  3.130  -1.64
C  -2.082  2.929  2.457  -1.64
C  3.290  0.660  -1.868  1.71
C  4.549  1.466  -2.173  -1.71
C  3.637  -0.563  -1.016  -1.92
C  2.661  0.189  -3.186  -1.80
H  2.437  3.788  -1.818  0.46
H  0.681  3.526  -1.826  0.37
H  1.689  2.781  -3.070  0.49
H  6.013  4.444  0.170  0.51
H  7.266  5.308  2.120  0.44
H  6.443  4.921  4.421  0.45
H  4.323  3.708  4.814  0.50
H  1.016  2.067  4.516  0.46
H  0.995  0.327  4.165  0.46
H  -0.534  1.193  4.381  0.45
H  0.488  4.123  0.461  0.31
H  -1.182  4.661  0.602  0.59
H  -0.849  3.049  -0.029  0.20
H  0.977  4.458  3.042  0.26
H  -0.315  3.991  4.158  0.37
H  -0.603  5.228  2.941  0.53
H  -2.569  2.383  1.654  0.34
H  -2.616  3.872  2.596  0.53
H  -2.192  2.356  3.380  0.27
H  5.089  1.749  -1.274  0.33
H  4.332  2.374  -2.739  0.36
H  5.208  0.845  -2.786  0.52
H  4.042  -0.273  -0.044  0.34
H  4.389  -1.169  -1.526  0.64
H  2.766  -1.213  -0.865  0.33
H  2.495  1.008  -3.887  0.41
H  1.720  -0.340  -3.023  0.22
H  3.346  -0.511  -3.672  0.52
N  3.387  -0.493  2.623  -0.02
C  2.911  -1.672  2.184  -0.07
N  1.746  -1.852  1.571  0.99
C  1.578  -3.220  1.276  -0.25
C  2.612  -4.009  1.612  -0.57
S  3.848  -3.101  2.382  -0.16
C  0.343  -3.703  0.659  -0.19
C  0.002  -4.998  0.515  -0.64
S  -1.507  -5.140  -0.285  -0.11
C  -1.621  -3.433  -0.360  0.15
N  -0.590  -2.791  0.162  0.37
N  -2.675  -2.805  -0.969  -0.33
H  2.793  0.312  2.707  -0.33
H  4.254  -0.470  3.135  0.24
H  2.720  -5.073  1.462  0.48
H  0.549  -5.878  0.818  0.45
H  -3.432  -3.404  -1.268  0.30
H  -2.997  -1.979  -0.465  0.12
N  -0.676  -0.855  -2.306  -0.39
N  -1.405  0.315  -1.862  -0.46
H  -0.433  -0.785  -3.287  0.40
H  -1.313  -1.647  -2.227  0.14
H  -2.378  0.279  -2.147  0.33
H  -1.007  1.119  -2.333  0.18
C  -5.406  -1.108  5.211  -0.97
C  -5.227  -1.967  3.969  -0.65
N  -4.444  -1.287  2.912  -0.09
C  -3.159  -1.322  2.608  1.09
S  -2.683  -0.353  1.230  -0.83
N  -2.239  -2.026  3.264  0.37
C  -2.302  -2.812  4.512  -0.20
C  -0.895  -2.965  5.062  -1.48
H  -5.993  -1.654  5.950  0.34
H  -5.937  -0.184  4.977  0.35
H  -4.447  -0.844  5.662  0.27
H  -6.196  -2.187  3.526  0.40
H  -4.768  -2.920  4.202  0.30
H  -4.966  -0.619  2.366  0.26
H  -1.330  -1.997  2.842  -0.36
H  -2.735  -3.791  4.312  0.32
H  -2.926  -2.297  5.236  0.27
H  -0.244  -3.474  4.343  0.37
H  -0.918  -3.566  5.970  0.43
H  -0.464  -1.993  5.313  0.29

As for the charge: +3. The calculation puts the lowest unoccupied orbital energy (alpha / beta) at -9.80 / -7.90 eV. Its expectation value of S² is 12.024. As for the gap between HOMO and LUMO (alpha / beta): 0.2138 / 0.2836 hartree. As for the spin multiplicity: 7.

=====

(2)
The following is a quantum chemistry calculation of an isolated molecule of C29H50O2, from the OMol25 dataset.

Each line ends with the natural charge from an NBO analysis.
Atoms and positions in Å:
C  -2.040  0.805  -4.032  -0.64
C  -0.833  0.274  -3.317  -0.07
C  -0.237  0.998  -2.293  0.04
C  0.881  0.475  -1.633  0.24
C  1.419  -0.754  -2.007  -0.01
C  0.846  -1.463  -3.066  -0.09
C  -0.290  -0.956  -3.693  0.29
O  -0.918  -1.646  -4.700  -0.69
H  -0.471  -2.489  -4.827  0.48
C  1.431  -2.768  -3.545  -0.65
H  0.844  -3.616  -3.186  0.22
H  2.450  -2.893  -3.197  0.23
H  1.462  -2.801  -4.636  0.21
C  2.609  -1.307  -1.264  -0.44
C  2.809  -0.583  0.061  -0.42
H  2.042  -0.915  0.765  0.21
C  2.673  0.936  -0.102  0.29
C  3.739  1.497  -1.047  -0.65
H  4.732  1.233  -0.694  0.21
H  3.657  2.580  -1.096  0.22
H  3.600  1.104  -2.051  0.22
C  2.747  1.590  1.289  -0.41
C  2.534  3.108  1.306  -0.40
H  1.881  3.390  0.480  0.21
C  1.920  3.595  2.628  -0.40
H  2.131  2.871  3.416  0.19
H  2.404  4.530  2.923  0.21
C  0.409  3.871  2.563  -0.19
C  -0.091  4.340  3.928  -0.61
H  0.428  5.245  4.236  0.21
H  0.079  3.577  4.684  0.20
H  -1.157  4.553  3.889  0.21
C  -0.422  2.694  2.036  -0.42
C  -0.498  1.465  2.946  -0.40
H  -1.249  1.609  3.725  0.20
C  -0.849  0.235  2.109  -0.40
H  -1.806  0.425  1.617  0.20
C  -0.941  -1.089  2.875  -0.20
C  0.344  -1.388  3.648  -0.61
H  1.202  -1.389  2.978  0.20
H  0.281  -2.366  4.121  0.21
H  0.515  -0.652  4.429  0.21
C  -1.225  -2.238  1.895  -0.38
C  -2.661  -2.270  1.376  -0.40
H  -2.937  -1.295  0.977  0.20
H  -3.330  -2.482  2.214  0.20
C  -2.859  -3.334  0.293  -0.38
H  -2.331  -4.241  0.598  0.19
H  -3.920  -3.584  0.221  0.20
C  -2.370  -2.905  -1.097  -0.22
C  -3.343  -1.928  -1.750  -0.61
H  -4.323  -2.388  -1.863  0.20
H  -3.451  -1.026  -1.153  0.20
H  -2.982  -1.640  -2.733  0.22
C  -2.199  -4.131  -1.992  -0.60
H  -3.135  -4.684  -2.059  0.20
H  -1.914  -3.828  -2.997  0.20
H  -1.435  -4.798  -1.598  0.20
H  -1.398  -2.408  -1.002  0.20
H  -0.535  -2.157  1.053  0.19
H  -1.023  -3.189  2.394  0.19
H  -1.766  -1.028  3.594  0.19
H  -0.103  0.128  1.318  0.20
H  0.462  1.316  3.439  0.19
H  -0.004  2.382  1.080  0.22
H  -1.436  3.052  1.843  0.20
H  0.265  4.694  1.851  0.19
H  3.493  3.604  1.147  0.20
H  3.715  1.347  1.733  0.21
H  1.977  1.121  1.898  0.21
O  1.376  1.237  -0.606  -0.54
H  3.785  -0.824  0.484  0.21
H  3.509  -1.214  -1.880  0.21
H  2.457  -2.369  -1.060  0.22
C  -0.792  2.331  -1.888  -0.65
H  -1.010  2.938  -2.764  0.21
H  -0.079  2.858  -1.262  0.23
H  -1.716  2.204  -1.326  0.22
H  -2.411  0.066  -4.735  0.24
H  -2.829  1.052  -3.323  0.22
H  -1.787  1.710  -4.584  0.22

As for the SMILES: Cc1c(C)c2c(c(C)c1O)CC[C@](C)(CCC[C@H](C)CCC[C@H](C)CCCC(C)C)O2. The calculation puts the lowest unoccupied orbital energy at 0.68 eV. As for the gap between HOMO and LUMO: 0.3055 hartree. As for the spin multiplicity: 1.